Density functional theory data (wB97M-V/def2-TZVPD) for a structure of composition C4H6O.

```
11
Properties=species:S:1:pos:R:3:nbo_charge:R:1
O 1.94 -0.98 -1.10 -0.514
C -0.31 0.09 0.95 -0.078
C -0.39 -1.01 -0.09 -0.540
C 1.09 -0.60 -0.34 0.575
C 0.97 0.43 0.73 -0.326
H -1.07 0.47 1.64 0.216
H -1.47 1.57 -1.26 -0.005
H -0.55 -2.02 0.28 0.222
H 1.64 1.17 1.15 0.226
H -0.78 1.71 -1.01 0.001
H -1.07 -0.84 -0.94 0.222
```

HOMO-LUMO gap: 10.32 eV
LUMO energy: 0.57 eV
net charge: 0



Density functional theory data (wB97M-V/def2-TZVPD) for the molecule C3H4N2O in a non-equilibrium geometry.

```
10
Properties=species:S:1:pos:R:3:nbo_charge:R:1
O 1.18 1.78 -0.45 -0.652
N -0.58 -1.16 -0.38 -0.410
N 0.39 -0.32 -0.86 -0.412
C -0.92 -0.57 0.86 -0.046
C -0.36 0.65 1.12 -0.485
C 0.42 0.76 -0.05 0.496
H 0.62 -0.33 -1.84 0.414
H -1.62 -1.16 1.45 0.202
H -0.20 -2.08 -0.11 0.382
H 1.09 2.44 0.25 0.512
```

HOMO-LUMO gap: 8.87 eV
LUMO energy: 0.80 eV
SMILES: OC1=C=CNN1
net charge: 0



Density functional theory data (wB97M-V/def2-TZVPD) for the ion C7H14BBrNO3 with charge -1.

```
27
Properties=species:S:1:pos:R:3:nbo_charge:R:1
Br 3.36 2.34 1.51 -0.195
O 1.84 0.67 -0.19 -0.697
O -0.08 0.60 -2.52 -0.540
O -0.39 1.20 0.41 -0.718
N -0.44 -1.47 3.26 -0.705
C -0.49 0.14 -3.77 -0.231
C -0.61 -1.29 2.01 0.372
C 0.48 -1.21 0.98 -0.774
C 0.50 1.96 1.17 -0.115
C 1.77 1.91 0.34 0.151
C -2.04 -1.19 1.51 -0.675
C -0.04 -0.44 -1.55 -0.331
B 0.42 0.06 -0.09 0.804
H 0.70 1.48 2.14 0.160
H 0.65 -1.23 -1.88 0.153
H 0.44 -2.16 0.41 0.214
H -0.41 0.97 -4.48 0.171
H -1.54 -0.20 -3.76 0.146
H -2.53 -0.35 2.01 0.229
H -2.09 -1.03 0.44 0.214
H 0.13 2.97 1.35 0.171
H 1.83 2.69 -0.43 0.162
H -2.58 -2.10 1.79 0.207
H -1.04 -0.92 -1.50 0.147
H 0.13 -0.69 -4.13 0.148
H 0.56 -1.50 3.46 0.318
H 1.45 -1.21 1.49 0.215
```

HOMO-LUMO gap: 8.26 eV
LUMO energy: 3.24 eV
net charge: -1



Density functional theory data (wB97M-V/def2-TZVPD) for a structure of composition C18H19Cl5IMnN4O in a non-equilibrium geometry.

```
49
Properties=species:S:1:pos:R:3:nbo_charge:R:1
I 0.45 2.26 -4.56 -0.954
Mn -0.47 0.06 0.06 0.940
Cl 1.76 -2.42 4.82 0.009
Cl -2.82 0.63 1.83 0.001
Cl -3.07 0.09 4.96 0.011
Cl 1.87 -1.97 1.69 0.001
Cl -0.74 -1.43 6.45 0.010
O -2.22 -0.75 -1.39 -0.804
N 1.32 -1.47 -2.03 -0.443
N 1.06 2.45 0.74 -0.378
N -0.23 -2.85 -1.32 -0.444
N -0.76 2.98 -0.24 -0.377
C 2.26 -0.36 -1.97 -0.396
C 0.04 -1.50 -1.46 -0.038
C -0.85 0.27 -3.16 -0.682
C -1.07 -0.56 -1.89 0.223
C 1.75 -2.75 -2.28 -0.126
C -1.36 -3.43 -0.63 -0.376
C 0.51 -1.42 2.62 -0.089
C 2.18 1.73 1.31 -0.405
C -0.51 -0.74 1.98 -0.510
C 0.46 -1.65 4.02 -0.093
C 0.80 -3.60 -1.83 -0.097
C -0.25 4.14 0.30 -0.062
C -1.61 -0.28 2.71 0.018
C -2.01 2.96 -0.98 -0.408
C -1.72 -0.50 4.10 -0.136
C 0.90 3.80 0.92 -0.105
C 0.06 1.91 -0.03 0.005
C -0.67 -1.18 4.76 -0.142
H 0.21 0.15 -3.41 0.234
H 2.58 -0.16 -0.94 0.148
H -2.29 -3.23 -1.16 0.207
H 2.08 0.65 1.15 0.242
H -0.75 5.09 0.23 0.208
H -1.43 -3.03 0.39 0.190
H -1.20 1.29 -2.96 0.205
H 0.77 -4.68 -1.86 0.187
H 3.14 -0.63 -2.56 0.185
H -2.60 3.83 -0.68 0.182
H 2.22 1.89 2.40 0.191
H -1.20 -4.51 -0.57 0.161
H -2.58 2.05 -0.75 0.235
H 1.59 4.41 1.49 0.206
H 3.14 2.07 0.88 0.195
H 1.82 0.55 -2.40 0.238
H -1.44 -0.17 -3.97 0.200
H -1.83 3.00 -2.06 0.241
H 2.69 -2.96 -2.75 0.189
```

multiplicity: 5
HOMO-LUMO gap (alpha / beta): 2.37 / 2.72 eV
LUMO energy (alpha / beta): 3.96 / 3.96 eV
net charge: -2



Here are the calculated total energy numbers, same order: -6290.1035; -8200.3522; -85840.4845; -129011.5576 (eV).